[1]
Molecular formula: C3H7NOS
Method: DFT, the ωB97M-V functional and the def2-TZVPD basis

Properties
SMILES = CC(=O)N(C)S
ΔE to the lowest compared entry with this formula, charge and spin = 100.2 kJ/mol
orbital gap = 9.358 eV
maximum force = 1.61 eV/A

```
13
Properties=species:S:1:pos:R:3:lowdin_charge:R:1
H 0.498 -0.370 -1.717 0.07
O -1.023 0.204 1.889 -0.02
C -0.563 -0.115 0.785 -0.56
H 2.051 0.252 -1.093 0.07
H 0.170 2.021 1.990 -0.12
N 0.436 0.627 0.188 -0.48
C -1.046 -1.355 0.087 -0.01
H -0.164 -2.029 0.023 0.10
H 0.844 1.331 -1.796 0.09
S 1.092 2.018 0.996 0.81
H -1.467 -1.136 -0.894 0.08
C 0.982 0.418 -1.157 -0.13
H -1.810 -1.868 0.699 0.09
```


[2]
Molecular formula: C32H26NO
Method: DFT, the ωB97M-V functional and the def2-TZVPD basis

Properties
charge = +1
orbital gap = 6.178 eV
maximum force = 2.60 eV/A

```
60
Properties=species:S:1:pos:R:3:lowdin_charge:R:1
C -0.685 0.885 1.252 -0.34
C 0.558 0.159 1.126 -0.06
C -3.042 -1.717 2.773 -0.06
H -3.201 1.662 0.908 0.12
C 2.863 0.283 1.940 0.00
C 4.505 4.652 0.013 -0.04
H -5.175 -1.838 2.414 0.11
H 0.617 -0.816 1.598 0.12
H 4.748 -0.139 -1.609 0.11
H 0.669 -3.006 -1.631 0.11
H -2.195 0.735 -1.574 0.14
C -3.165 0.712 1.422 -0.03
H -6.820 -0.127 -1.850 0.11
C -3.506 -0.985 -1.650 -0.22
C 5.550 2.706 1.045 -0.01
H -5.262 0.373 1.267 0.11
C 1.876 2.207 0.997 0.07
C 2.610 -0.186 -1.478 -0.03
C -4.675 -0.192 -1.763 -0.04
C 1.451 -0.984 -1.321 -0.22
H -1.045 -2.109 -1.245 0.10
H 6.656 4.393 0.266 0.12
H 4.960 -2.627 -1.761 0.11
H 2.500 0.905 -1.523 0.12
H 0.169 0.735 -0.982 0.13
C 4.289 2.135 1.290 -0.15
H 2.902 -4.037 -1.853 0.11
C 3.237 4.111 0.239 0.01
C -3.655 -2.396 -1.695 -0.01
C 2.824 -2.961 -1.723 -0.06
C -6.073 -2.162 -1.795 -0.06
C 3.101 2.848 0.870 -0.13
O -0.845 2.075 0.870 0.01
H -5.031 -4.053 -1.742 0.11
C 1.563 -2.378 -1.556 0.00
C 4.090 0.858 1.867 0.01
H 4.605 5.620 -0.462 0.11
H -7.066 -2.613 -1.821 0.11
H 6.441 2.146 1.377 0.13
H -4.559 0.900 -1.762 0.12
C -4.326 -0.006 1.641 -0.07
C -5.937 -0.763 -1.817 -0.07
H 2.708 -0.706 2.375 0.14
C -1.915 0.184 1.780 -0.15
C -4.930 -2.970 -1.751 -0.06
H 2.330 4.626 -0.068 0.13
H 4.976 0.306 2.200 0.14
C 0.185 -0.369 -1.024 -0.05
C -2.229 -0.352 -1.455 0.02
C 3.863 -0.768 -1.601 -0.07
H -2.774 -3.037 -1.666 0.11
C 5.662 3.955 0.417 -0.03
H 0.958 2.698 0.713 0.12
N 1.743 0.898 1.385 0.00
C -4.271 -1.240 2.298 -0.06
C 3.974 -2.165 -1.694 -0.06
C -1.041 -1.015 -1.195 -0.06
H -2.997 -2.667 3.319 0.11
H -0.902 -1.382 2.891 0.11
C -1.861 -1.003 2.516 -0.03
```


[3]
Molecular formula: C24H36F6N12P
Method: DFT, the ωB97M-V functional and the def2-TZVPD basis

Properties
charge = -1
orbital gap = 11.074 eV
maximum force = 6.64 eV/A

```
79
Properties=species:S:1:pos:R:3:lowdin_charge:R:1
C -20.722 15.838 -8.487 -0.08
F -17.172 12.903 -3.256 -0.19
N -14.245 15.955 -3.315 0.13
H -19.805 15.755 -7.903 0.08
N -15.313 9.275 -8.527 0.12
H -18.551 9.529 -7.920 0.07
H -22.337 13.045 -3.933 0.05
H -18.039 12.623 -10.967 0.08
C -12.380 11.934 -3.212 -0.25
C -20.914 9.822 -0.579 -0.08
P -18.369 11.954 -3.898 0.26
C -16.911 15.197 -5.760 -0.07
N -22.762 10.696 -2.149 0.15
F -17.687 12.192 -5.330 -0.16
H -19.094 13.569 -9.834 0.05
H -19.581 8.624 -3.658 0.05
F -17.393 10.627 -3.626 -0.20
N -17.562 15.801 -11.263 0.11
C -20.465 6.726 -3.595 -0.27
C -18.117 14.749 -11.111 -0.27
H -14.333 9.400 -1.832 0.07
H -18.122 13.313 1.321 0.09
C -16.333 9.536 -8.101 -0.28
N -11.391 11.394 -2.898 0.10
H -21.864 10.613 -5.505 0.06
H -18.577 7.290 -2.885 0.07
N -22.930 16.846 -7.608 0.13
C -22.457 14.128 -3.968 -0.09
C -18.769 13.426 -10.865 -0.07
C -19.222 7.596 -3.708 -0.05
H -21.030 14.830 -8.762 0.07
H -20.594 16.210 -9.503 0.08
F -19.012 11.701 -2.360 -0.20
C -21.939 16.413 -7.968 -0.30
H -16.102 9.431 -1.598 0.07
H -16.711 14.813 -1.699 0.07
H -13.533 13.575 -3.685 0.04
H -20.197 10.620 -0.388 0.07
N -21.354 6.013 -3.600 0.11
C -15.652 14.752 -1.449 -0.08
C -16.551 14.594 -6.985 -0.30
N -24.689 14.877 -2.768 0.11
H -21.838 10.023 -7.182 0.08
H -15.487 15.219 -0.478 0.07
H -22.643 11.550 -6.706 0.08
C -14.899 15.421 -2.524 -0.27
F -19.499 11.035 -4.634 -0.18
C -18.777 14.105 0.959 -0.07
H -17.430 16.126 -5.997 0.09
H -21.577 14.462 -3.418 0.07
N -17.513 16.368 0.963 0.14
C -13.713 12.500 -3.688 -0.06
H -20.314 8.944 -0.821 0.08
C -23.690 14.530 -3.287 -0.26
H -18.760 7.503 -4.691 0.07
H -19.670 13.422 -11.478 0.08
H -15.310 13.730 -1.282 0.08
C -17.621 9.908 -7.496 -0.07
N -14.681 8.750 1.218 0.11
H -13.887 12.195 -4.720 0.08
H -17.322 14.461 -5.069 0.05
C -22.445 10.516 -6.422 -0.08
H -19.613 14.137 1.657 0.09
H -17.722 10.992 -7.451 0.06
F -19.328 13.237 -4.114 -0.16
C -18.063 15.339 0.940 -0.30
N -24.880 9.673 -5.902 0.12
H -15.936 15.512 -5.388 0.07
C -21.902 10.338 -1.471 -0.29
H -17.659 9.466 -6.500 0.06
N -16.152 14.092 -7.990 0.12
H -14.594 12.132 -3.162 0.06
C -15.179 8.905 -1.355 -0.07
H -21.430 9.692 0.372 0.09
C -23.789 10.031 -6.147 -0.28
H -15.123 7.880 -1.721 0.08
H -22.367 14.327 -5.036 0.07
H -19.107 13.857 -0.050 0.08
C -14.912 8.843 0.074 -0.28
```


[4]
Molecular formula: C36H60N12
Method: DFT, the ωB97M-V functional and the def2-TZVPD basis

Properties
SMILES = CCCC#N.CCCC#N.CCCC#N.CCCC#N.CCCC#N.CCCC#N.CC#N.CC#N.CC#N.CC#N.CC#N.CC#N
orbital gap = 11.277 eV
maximum force = 3.96 eV/A

```
108
Properties=species:S:1:pos:R:3:lowdin_charge:R:1
H -7.280 2.497 -2.456 0.10
H 5.481 2.132 2.960 0.09
C -0.609 -5.109 -0.707 -0.09
C 1.742 -0.144 -5.184 -0.09
H 0.806 -0.350 -5.762 0.09
N -1.118 -3.199 2.312 0.18
N 3.272 -3.705 1.749 0.14
H 4.125 2.166 -2.476 0.10
H 0.492 -2.113 5.854 0.11
H -3.196 -1.244 -4.091 0.07
H -1.542 1.581 -4.678 0.14
C -7.774 1.474 -2.399 -0.11
C 0.752 3.973 4.520 -0.17
H -5.102 0.666 -2.142 0.09
N 3.982 -0.092 1.144 0.16
H 0.046 -5.326 -1.540 0.07
H -2.362 4.291 2.942 0.08
H 6.224 -1.431 -3.790 0.07
H 0.764 1.444 -0.757 0.05
C 3.958 -3.543 0.844 -0.25
C 4.880 -3.122 -0.276 -0.06
C 5.184 1.090 3.213 -0.06
H -7.670 1.114 -3.461 0.09
C -5.325 -0.842 -0.663 -0.20
H -0.860 0.246 4.460 0.08
H -1.134 4.985 4.747 0.10
C -2.853 0.677 1.102 -0.29
C 1.587 -1.329 4.145 -0.20
H 0.367 0.435 5.694 0.05
H 5.982 0.503 3.582 0.06
H 5.848 1.087 -3.899 0.13
H 5.843 -2.868 0.138 0.09
C -2.624 -3.891 0.304 -0.21
C -0.789 4.053 4.293 -0.26
C 5.702 1.687 -1.125 -0.25
C -0.378 -0.261 5.338 -0.12
C 1.109 -1.410 0.087 -0.08
C 5.798 -0.928 -2.910 -0.09
C 1.055 2.498 -0.689 -0.07
H -0.867 5.043 2.397 0.06
N 2.435 -1.344 -2.137 0.18
H 4.997 -3.948 -0.947 0.08
C -2.160 -1.123 -3.834 -0.08
H -6.088 -0.658 -2.683 0.13
N 1.773 2.096 -3.900 0.17
C -1.268 4.172 2.867 -0.13
H 1.626 2.780 -1.599 0.05
H -1.313 3.302 4.942 0.12
H -7.047 1.089 -0.440 0.11
C 4.466 0.475 2.029 -0.24
H -3.440 -3.153 0.172 0.08
H -1.053 3.333 2.148 0.06
H 4.286 0.251 -3.818 0.05
H 0.992 -2.407 0.516 0.05
C -3.599 1.622 -4.234 -0.22
H 1.263 4.917 4.296 0.12
H 1.683 -0.841 0.850 0.05
C -1.836 -3.519 1.442 -0.22
H -4.641 0.190 2.105 0.10
H -1.810 -2.005 -3.271 0.07
C -2.003 0.107 -2.975 -0.25
H 1.620 2.629 0.239 0.07
H 0.125 -0.943 -0.146 0.05
C -0.138 3.327 -0.663 -0.29
C 4.709 1.337 -2.095 -0.22
H -1.257 -2.976 -1.066 0.10
C -1.688 -4.013 -0.884 -0.26
H 1.084 3.780 5.577 0.13
N -5.047 -1.432 0.266 0.18
H -3.657 1.660 2.723 0.06
H 2.623 -0.391 -5.785 0.09
H 4.443 1.195 3.996 0.02
H 6.664 -0.767 -2.199 0.09
H 1.715 -0.984 -4.485 0.05
H 5.163 -1.551 -2.288 0.01
H -0.342 -2.087 4.242 0.07
H -1.510 -1.126 -4.625 0.03
H 1.986 -2.234 3.702 0.09
H -4.655 1.742 1.229 0.09
H 1.459 -0.668 3.275 0.09
C -2.200 1.429 -3.770 -0.16
H -2.710 0.038 -2.165 0.06
H -7.919 -0.231 -1.239 0.12
H -3.098 -4.875 0.544 0.14
C 0.328 -1.537 4.950 -0.28
H -8.804 1.522 -2.175 0.05
H -0.978 0.217 -2.635 0.09
C -3.997 1.114 1.858 -0.08
N 3.171 -0.230 5.858 0.16
C 1.480 2.937 3.765 -0.19
N 1.992 2.057 3.215 0.18
H -1.991 2.279 -3.166 0.09
C 1.724 1.092 -4.442 -0.28
N -4.635 1.796 -4.735 0.14
C 2.577 -0.714 5.025 -0.27
H -2.366 -4.264 -1.742 0.12
H -1.099 -6.095 -0.526 0.09
H -1.130 -0.476 6.122 0.08
N -1.054 4.051 -0.614 0.13
C 1.909 -1.403 -1.124 -0.27
N -2.072 0.324 0.342 0.17
C -5.831 -0.069 -1.808 -0.19
H 3.956 0.789 -1.485 0.09
C 5.166 0.456 -3.262 -0.24
H 4.334 -2.363 -0.730 -0.02
C -7.130 0.526 -1.367 -0.28
N 6.303 1.962 -0.197 0.16
H -0.004 -4.901 0.139 0.04
```


[5]
Molecular formula: CHClNO2S
Method: DFT, the ωB97M-V functional and the def2-TZVPD basis

Properties
charge = -1
ΔE to the lowest compared entry with this formula, charge and spin = 171.0 kJ/mol
orbital gap = 6.631 eV
maximum force = 1.49 eV/A

```
7
Properties=species:S:1:pos:R:3:lowdin_charge:R:1
Cl -0.887 -1.818 0.943 0.21
S 1.367 -1.267 -0.826 0.44
O -0.063 1.401 1.271 0.10
O -1.293 1.380 -0.673 0.10
H 1.771 -0.030 -0.568 -0.22
N -0.234 -0.878 -0.432 -1.04
C -0.660 1.211 0.284 -0.60
```


[6]
Molecular formula: C3H10NOS
Method: DFT, the ωB97M-V functional and the def2-TZVPD basis

Properties
charge = +1
SMILES = C[C@]([NH3+])(S)CO
ΔE to the lowest compared entry with this formula, charge and spin = 149.7 kJ/mol
orbital gap = 10.117 eV
maximum force = 5.31 eV/A

```
16
Properties=species:S:1:pos:R:3:lowdin_charge:R:1
C -0.134 -1.314 0.228 -0.27
H 1.190 0.849 2.015 0.22
H -1.009 0.237 -1.726 0.11
O 0.013 -2.014 -0.989 -0.01
H 1.582 0.814 -1.869 -0.09
H -0.026 1.757 1.181 0.14
N 0.218 0.815 1.461 0.16
H -0.203 1.847 -1.054 0.08
H -0.084 -2.904 -0.925 0.05
H -0.458 0.383 2.137 0.18
C -0.774 0.907 -0.891 -0.08
S 1.988 0.555 -0.601 0.82
H 0.466 -1.854 1.052 0.15
H -1.783 1.193 -0.615 0.09
H -1.216 -1.438 0.545 0.15
C 0.229 0.166 0.051 -0.71
```